1.
This record from the Open Molecules 2025 dataset describes a cluster of 9 separate species, C63H73ClN8O16Si in total. The level of theory is ωB97M-V with the def2-TZVPD basis set.

```
162
Properties=species:S:1:pos:R:3:forces:R:3
C -1.376 -1.318 2.972 -0.1 0.2 0.0
C -1.003 -0.791 1.590 0.0 -0.1 -0.1
C 0.394 -1.258 1.175 0.0 0.1 0.0
C 0.886 -0.853 -0.237 0.0 0.0 -0.1
C 0.019 0.171 -0.965 0.0 0.1 0.1
C 0.392 0.461 -2.427 -0.2 0.0 0.2
C 1.862 0.810 -2.706 0.1 0.0 -0.1
C 2.134 2.305 -2.970 -0.1 0.1 0.2
C 3.289 2.877 -2.147 0.1 -0.1 -0.1
C 3.842 4.188 -2.704 -0.1 0.0 -0.1
C 2.973 5.447 -2.530 0.0 0.0 0.0
C 2.268 5.604 -1.172 0.0 0.0 0.0
C 2.391 7.006 -0.562 0.1 -0.1 0.1
C 2.223 7.053 0.970 0.0 0.0 0.0
C 3.522 7.425 1.704 0.0 0.0 0.0
Si 4.841 6.108 1.819 0.2 0.3 0.0
Cl 3.997 4.242 1.931 -0.1 -0.3 0.1
H -1.171 -2.386 3.061 0.0 0.0 0.0
H -2.436 -1.160 3.186 0.0 0.0 0.0
H -0.815 -0.793 3.751 0.1 -0.1 0.0
H -1.068 0.302 1.586 0.0 0.0 0.0
H -1.737 -1.142 0.858 0.0 0.0 0.0
H 1.111 -0.892 1.916 -0.1 0.0 0.0
H 0.409 -2.347 1.265 0.1 0.0 0.0
H 0.984 -1.741 -0.869 -0.1 0.0 0.0
H 1.894 -0.446 -0.138 0.0 -0.1 0.0
H -1.018 -0.179 -0.952 0.0 0.1 -0.1
H 0.017 1.118 -0.409 0.1 -0.1 0.0
H 0.075 -0.385 -3.044 0.2 0.0 0.1
H -0.235 1.309 -2.704 0.0 -0.1 -0.3
H 2.197 0.234 -3.573 0.0 0.0 0.0
H 2.499 0.479 -1.881 -0.1 0.0 0.0
H 2.359 2.460 -4.029 -0.1 0.0 0.0
H 1.225 2.873 -2.743 0.0 0.0 -0.1
H 4.109 2.149 -2.125 0.0 0.0 -0.1
H 2.967 2.978 -1.106 0.1 0.0 0.0
H 3.976 4.032 -3.778 0.2 0.1 0.0
H 4.844 4.366 -2.304 -0.1 0.0 0.2
H 3.624 6.315 -2.676 0.0 0.0 -0.1
H 2.239 5.492 -3.339 0.0 0.0 0.1
H 1.205 5.370 -1.288 0.0 -0.1 0.1
H 2.668 4.878 -0.460 0.0 0.1 0.0
H 3.381 7.396 -0.819 -0.1 0.1 0.0
H 1.654 7.669 -1.021 0.1 0.0 -0.1
H 1.867 6.082 1.325 0.0 0.0 0.0
H 1.456 7.779 1.246 0.0 0.0 0.0
H 3.313 7.752 2.727 0.0 0.0 0.0
H 3.980 8.279 1.191 0.0 0.0 0.1
H 5.633 6.271 3.054 0.0 0.1 0.0
H 5.761 6.117 0.665 -0.1 0.0 0.0
C 6.102 -2.432 -3.930 -0.1 0.0 0.1
C 5.077 -2.003 -4.762 0.0 0.0 0.0
C 4.882 -0.651 -4.988 0.0 0.0 0.0
C 5.732 0.244 -4.363 0.0 0.1 0.0
C 6.760 -0.155 -3.529 0.0 0.0 0.0
C 6.941 -1.512 -3.316 0.0 0.0 0.0
N 5.522 1.687 -4.585 -0.1 0.0 0.1
O 4.595 2.019 -5.299 0.1 0.0 -0.1
O 6.268 2.465 -4.024 0.1 0.0 -0.1
H 6.248 -3.488 -3.748 0.0 0.1 0.0
H 4.427 -2.723 -5.240 0.0 0.0 0.0
H 4.092 -0.284 -5.625 0.0 0.0 0.0
H 7.392 0.587 -3.064 0.0 0.0 0.0
H 7.739 -1.856 -2.673 0.0 0.0 0.0
C 0.749 -0.957 8.890 0.0 -0.1 0.0
C -0.528 -1.452 8.661 0.0 0.0 0.0
C -0.773 -2.274 7.573 0.0 0.0 0.0
C 0.285 -2.582 6.738 0.0 -0.1 -0.1
C 1.565 -2.102 6.941 0.0 0.0 0.0
C 1.791 -1.280 8.033 0.0 0.0 0.0
N 0.036 -3.462 5.578 0.0 0.1 0.0
O -1.100 -3.853 5.401 0.0 0.0 0.0
O 0.979 -3.736 4.865 0.0 0.0 0.0
H 0.929 -0.319 9.745 0.0 0.0 0.0
H -1.340 -1.194 9.328 0.0 0.0 0.0
H -1.754 -2.672 7.364 0.0 0.0 0.0
H 2.352 -2.369 6.253 0.0 0.0 0.0
H 2.783 -0.883 8.206 0.0 0.0 0.0
C -2.265 3.621 2.985 0.0 0.0 0.0
C -3.454 3.051 2.548 0.0 0.0 0.0
C -3.616 2.715 1.214 0.0 0.0 0.0
C -2.568 2.966 0.348 0.0 0.0 -0.1
C -1.374 3.533 0.753 0.0 0.0 0.1
C -1.230 3.862 2.091 0.0 0.0 0.0
N -2.718 2.584 -1.069 0.2 -0.3 0.1
O -3.758 2.053 -1.410 -0.1 0.1 0.1
O -1.775 2.778 -1.807 -0.1 0.2 0.0
H -2.143 3.875 4.029 0.0 0.0 0.0
H -4.256 2.861 3.248 0.0 0.0 0.0
H -4.524 2.266 0.841 0.0 0.0 0.0
H -0.584 3.699 0.036 0.0 0.0 0.0
H -0.305 4.303 2.435 0.0 0.0 0.0
C -4.943 -0.774 -4.312 0.0 0.0 0.0
C -3.760 -0.426 -3.675 0.1 0.0 0.0
C -2.653 -1.254 -3.785 0.0 0.0 0.0
C -2.764 -2.410 -4.534 0.1 -0.1 0.0
C -3.933 -2.781 -5.172 0.0 0.0 0.0
C -5.033 -1.946 -5.053 0.0 0.0 0.0
N -1.579 -3.285 -4.656 -0.1 0.0 0.0
O -0.567 -2.951 -4.073 0.0 0.0 0.0
O -1.685 -4.287 -5.335 0.0 0.0 0.0
H -5.809 -0.129 -4.228 0.0 0.0 0.0
H -3.689 0.482 -3.092 0.0 0.0 0.0
H -1.715 -1.014 -3.307 -0.1 0.0 0.0
H -3.969 -3.699 -5.738 0.0 0.0 0.0
H -5.967 -2.210 -5.530 0.0 0.0 0.0
C -8.829 1.101 -0.430 0.0 0.0 0.0
C -7.872 0.151 -0.761 0.0 0.0 0.0
C -7.908 -0.467 -1.999 0.0 0.0 0.1
C -8.920 -0.121 -2.874 0.0 0.0 -0.1
C -9.882 0.824 -2.575 0.0 0.0 0.0
C -9.828 1.438 -1.334 0.0 0.0 0.0
N -8.978 -0.802 -4.182 -0.1 0.0 0.2
O -8.182 -1.704 -4.377 0.0 0.0 -0.1
O -9.811 -0.434 -4.982 0.0 0.0 0.0
H -8.798 1.582 0.539 0.0 0.0 0.0
H -7.095 -0.112 -0.055 0.0 0.0 0.0
H -7.180 -1.211 -2.288 0.0 0.0 0.0
H -10.652 1.055 -3.295 0.0 0.0 0.0
H -10.574 2.176 -1.071 0.0 0.0 0.0
C 2.300 5.088 11.903 0.0 0.0 0.0
C 1.032 4.567 11.686 0.0 0.0 0.0
C 0.801 3.717 10.616 0.0 0.0 0.0
C 1.864 3.409 9.787 0.0 -0.1 -0.1
C 3.136 3.915 9.977 0.0 0.0 0.0
C 3.348 4.765 11.051 0.0 0.0 0.0
N 1.630 2.495 8.649 0.0 0.0 0.0
O 0.503 2.071 8.488 0.0 0.1 0.0
O 2.581 2.214 7.948 0.0 0.0 0.0
H 2.474 5.750 12.741 0.0 0.0 0.0
H 0.217 4.822 12.351 0.0 0.0 0.0
H -0.173 3.297 10.418 0.0 0.0 0.0
H 3.928 3.643 9.296 0.0 0.0 0.0
H 4.335 5.174 11.221 0.0 0.0 0.0
C 7.997 -9.466 -5.526 0.0 0.0 0.0
C 7.569 -8.565 -6.492 0.0 0.0 0.0
C 7.610 -7.203 -6.241 0.0 -0.1 0.0
C 8.087 -6.780 -5.014 0.0 0.1 0.0
C 8.519 -7.653 -4.034 0.0 0.0 0.0
C 8.470 -9.012 -4.301 0.0 0.0 0.0
N 8.138 -5.330 -4.740 0.0 0.0 0.0
O 7.730 -4.576 -5.599 0.0 0.0 -0.1
O 8.579 -4.973 -3.665 0.0 0.0 0.0
H 7.963 -10.528 -5.728 0.0 0.0 0.0
H 7.200 -8.921 -7.444 0.0 0.0 0.0
H 7.284 -6.476 -6.970 0.0 0.0 0.0
H 8.881 -7.268 -3.093 0.0 0.0 0.0
H 8.800 -9.716 -3.550 0.0 0.0 0.0
C -6.792 -6.444 -2.372 0.0 0.0 0.0
C -6.927 -6.367 -0.992 0.0 0.0 0.0
C -7.760 -5.415 -0.426 0.0 0.0 0.0
C -8.445 -4.563 -1.271 -0.1 0.1 0.0
C -8.329 -4.615 -2.648 0.0 0.0 0.0
C -7.488 -5.571 -3.196 0.0 0.0 0.0
N -9.327 -3.536 -0.678 0.2 0.0 -0.1
O -9.362 -3.447 0.533 0.0 0.0 0.0
O -9.947 -2.826 -1.443 -0.1 0.1 0.0
H -6.138 -7.188 -2.807 0.0 0.0 0.0
H -6.380 -7.046 -0.352 0.0 0.0 0.0
H -7.883 -5.324 0.643 0.0 0.0 0.0
H -8.875 -3.915 -3.264 0.0 0.0 0.0
H -7.376 -5.627 -4.270 0.0 0.0 0.0
```
Forces are in eV/Å.

Computed properties:
**Multiplicity**: 1
**Orbital gap**: 8.9 eV
**HOMO energy**: -9.63 eV

***

2.
This record from the Open Molecules 2025 dataset describes a structure of composition C63H86N12O3PSc in a non-equilibrium geometry. The level of theory is ωB97M-V with the def2-TZVPD basis set.

```
166
Properties=species:S:1:pos:R:3:forces:R:3
Sc -1.490 0.216 -0.407 -0.8 0.8 -0.8
C 3.170 -2.469 5.134 0.0 0.1 -0.1
C 2.058 -1.526 4.648 0.0 0.1 0.1
C 0.844 -1.675 5.578 -0.1 0.0 -0.2
C 2.642 -0.121 4.558 0.1 0.0 -0.2
C 2.856 0.562 5.749 0.0 0.1 0.0
C 3.563 1.752 5.797 -0.1 0.0 0.0
C 4.151 2.214 4.638 0.1 0.0 0.0
C 3.975 1.571 3.413 0.1 -0.1 0.0
C 4.892 2.104 2.297 -0.2 0.0 -0.1
C 5.035 1.311 0.998 0.0 0.0 0.1
C 4.602 3.572 1.950 0.0 0.0 0.1
C 3.128 0.437 3.341 -0.1 0.1 -0.1
N 2.728 0.020 2.046 -0.4 0.1 0.1
C 3.050 -1.165 1.591 0.1 0.0 0.1
O 3.654 -2.098 2.183 -0.2 0.0 0.2
C 2.798 -1.436 0.114 -0.1 -0.1 0.0
C 3.669 -2.374 -0.434 0.0 -0.1 0.0
C 3.483 -2.804 -1.731 0.0 0.0 0.0
C 2.453 -2.246 -2.455 -0.1 0.0 0.0
C 1.679 -1.247 -1.867 0.0 -0.1 0.0
N 1.829 -0.845 -0.603 0.0 0.0 0.1
C 0.765 -0.527 -2.837 -0.1 -0.2 -0.3
O 1.056 -0.700 -4.027 0.1 0.2 0.1
N -0.223 0.302 -2.437 -0.2 -0.4 0.3
C -0.545 1.210 -3.514 0.1 0.3 0.1
C 0.337 2.307 -3.727 0.0 0.0 0.0
C -0.098 3.387 -4.479 0.0 0.0 -0.1
C -1.328 3.375 -5.122 0.0 0.0 0.0
C -2.052 2.205 -5.108 0.0 0.0 0.0
C -1.665 1.095 -4.347 0.0 0.0 0.0
C -2.493 -0.160 -4.606 0.0 0.0 0.2
C -3.784 -0.162 -3.807 -0.2 0.0 0.0
C -1.792 -1.509 -4.457 0.0 0.0 0.0
C 1.823 2.251 -3.371 0.0 0.1 0.0
C 2.424 3.528 -2.777 0.0 0.0 0.1
C 2.593 1.911 -4.658 0.0 0.0 0.0
H 2.828 -3.508 5.121 0.0 0.0 0.0
H 4.050 -2.390 4.504 0.1 0.0 -0.1
H 3.438 -2.213 6.163 0.0 -0.1 0.0
H 1.748 -1.812 3.650 0.0 -0.1 -0.2
H 0.792 -0.901 6.342 -0.1 0.0 0.0
H -0.086 -1.639 5.011 0.3 0.0 0.1
H 0.876 -2.636 6.096 0.0 0.0 0.0
H 2.482 0.140 6.673 0.0 0.0 0.0
H 3.690 2.282 6.733 0.1 0.0 0.0
H 4.809 3.075 4.686 0.0 0.0 0.0
H 5.884 2.082 2.760 0.0 0.1 0.0
H 5.818 1.777 0.394 0.0 0.0 0.0
H 5.321 0.276 1.185 0.0 0.0 0.0
H 4.112 1.301 0.421 0.0 0.0 0.0
H 4.349 4.167 2.827 0.0 0.0 0.0
H 5.469 4.031 1.471 0.0 0.0 0.0
H 3.772 3.639 1.245 -0.2 0.0 0.0
H 4.456 -2.761 0.193 0.0 0.0 0.0
H 4.138 -3.544 -2.174 0.0 0.0 0.0
H 2.249 -2.515 -3.479 0.0 0.0 0.0
H 0.556 4.241 -4.614 0.0 0.0 0.0
H -1.675 4.240 -5.673 0.0 0.0 0.0
H -2.947 2.120 -5.717 0.0 0.0 0.0
H -2.776 -0.070 -5.660 0.1 0.0 0.0
H -3.592 -0.170 -2.732 0.0 0.0 0.0
H -4.396 0.717 -4.030 0.0 0.0 0.0
H -4.367 -1.051 -4.053 -0.1 0.0 0.0
H -1.722 -1.803 -3.407 0.0 0.0 0.0
H -2.378 -2.269 -4.981 0.0 0.0 0.0
H -0.787 -1.493 -4.867 0.0 0.0 0.0
H 2.000 1.441 -2.664 0.0 0.0 0.0
H 2.251 4.396 -3.414 0.0 0.0 0.0
H 2.044 3.754 -1.780 0.1 0.0 -0.1
H 3.505 3.406 -2.684 0.0 0.0 0.0
H 2.430 2.692 -5.405 0.0 0.0 0.0
H 3.665 1.847 -4.455 0.0 0.0 0.0
H 2.257 0.959 -5.063 0.0 0.0 0.0
C -0.029 2.376 2.030 -0.1 0.0 0.0
N 0.279 1.535 0.883 -0.4 -0.9 0.2
C 0.832 2.370 -0.177 0.2 0.0 0.1
C -0.307 3.085 -0.821 0.0 0.0 0.3
N -1.432 2.458 -1.033 -0.5 -0.1 0.1
C -2.256 3.369 -1.685 0.2 0.0 -0.1
C -3.510 3.190 -2.246 0.0 0.0 0.0
C -4.098 4.275 -2.860 0.0 0.0 0.0
C -3.444 5.516 -2.924 0.0 0.0 0.0
C -2.177 5.697 -2.400 0.0 0.0 0.0
C -1.593 4.590 -1.797 -0.1 0.0 0.1
N -0.353 4.378 -1.212 0.0 0.1 0.0
C -0.668 1.656 3.166 0.1 -0.1 0.1
N -1.185 0.461 3.178 0.1 -0.1 0.1
C -1.626 0.284 4.496 -0.2 0.1 0.0
C -2.208 -0.815 5.131 -0.1 0.1 0.0
C -2.586 -0.692 6.455 0.0 0.0 -0.1
C -2.368 0.496 7.167 0.0 0.0 0.0
C -1.745 1.578 6.577 0.0 0.0 0.0
C -1.376 1.440 5.244 0.0 0.0 0.0
N -0.747 2.297 4.367 -0.1 0.0 0.0
H 0.885 2.835 2.430 0.1 0.0 -0.1
H -0.685 3.189 1.697 0.0 0.0 0.1
H 0.974 0.824 1.195 0.2 0.2 -0.3
H 1.583 3.075 0.189 0.1 0.0 0.1
H 1.294 1.713 -0.914 0.0 0.0 0.1
H -3.961 2.211 -2.191 -0.1 0.0 0.0
H -5.076 4.171 -3.312 0.0 0.0 0.0
H -3.938 6.349 -3.405 0.0 0.0 0.0
H -1.667 6.648 -2.472 0.0 0.0 0.0
H 0.414 5.026 -1.182 0.0 0.0 0.0
H -2.330 -1.751 4.605 0.0 0.0 0.0
H -3.046 -1.532 6.958 0.0 0.0 0.0
H -2.680 0.561 8.201 0.0 0.0 0.0
H -1.547 2.487 7.130 0.0 0.0 0.0
H -0.324 3.182 4.586 0.0 0.0 0.0
C -0.895 -6.334 1.351 0.1 0.0 -0.1
N -0.676 -4.962 0.956 -0.1 0.0 0.0
C -1.535 -4.185 0.079 0.0 0.0 -0.1
C -0.866 -2.827 0.177 0.0 0.3 0.0
O -1.310 -1.809 -0.412 0.4 -0.9 0.3
N 0.194 -2.872 0.962 0.0 0.1 0.1
C 0.297 -4.146 1.392 0.2 0.2 -0.1
N 1.317 -4.524 2.149 -0.1 0.2 0.3
H -1.935 -6.592 1.161 0.0 0.0 0.0
H -0.714 -6.456 2.420 0.0 0.0 0.0
H -0.258 -7.027 0.798 0.0 0.0 0.0
H -2.568 -4.140 0.428 0.0 0.0 0.0
H -1.518 -4.552 -0.950 0.0 0.0 0.0
H 1.947 -3.793 2.490 0.1 -0.1 -0.3
H 1.347 -5.440 2.560 0.1 0.0 0.0
C -4.423 1.517 2.717 0.0 0.1 0.1
C -5.307 1.589 1.470 0.2 0.0 -0.1
C -6.744 1.882 1.901 0.0 0.0 0.0
C -4.780 2.785 0.663 0.0 -0.1 0.0
P -4.963 0.014 0.454 -0.3 -0.2 0.2
N -3.546 0.055 -0.210 1.2 0.5 -0.2
C -6.432 -0.197 -0.743 0.2 0.0 -0.1
C -6.118 -1.328 -1.747 0.1 0.0 0.0
C -7.794 -0.507 -0.108 0.0 0.0 0.0
C -6.595 1.093 -1.559 0.0 0.0 0.0
C -5.075 -1.485 1.625 0.2 0.0 0.1
C -5.232 -2.779 0.813 0.0 0.0 -0.1
C -6.171 -1.451 2.697 0.0 0.0 0.0
C -3.719 -1.594 2.342 -0.2 0.1 0.0
H -4.330 2.517 3.152 -0.1 0.0 0.0
H -3.426 1.178 2.456 0.2 0.0 0.0
H -4.824 0.870 3.494 0.0 0.0 0.0
H -6.722 2.744 2.575 0.0 0.0 0.0
H -7.205 1.058 2.445 0.0 0.0 0.0
H -7.388 2.147 1.063 0.0 0.0 0.0
H -4.728 3.655 1.325 0.0 0.0 0.0
H -5.411 3.050 -0.183 0.0 0.0 0.0
H -3.779 2.582 0.286 0.0 0.0 0.1
H -5.061 -1.576 -1.767 0.1 0.0 -0.1
H -6.403 -1.020 -2.754 0.0 0.0 0.0
H -6.677 -2.234 -1.520 0.0 0.0 0.0
H -7.827 -1.498 0.341 0.0 0.0 0.0
H -8.536 -0.501 -0.912 0.0 0.0 0.0
H -8.113 0.218 0.634 0.0 0.0 0.0
H -5.673 1.354 -2.072 0.0 0.0 0.0
H -6.912 1.941 -0.955 0.0 0.0 0.0
H -7.360 0.926 -2.322 0.0 0.0 0.0
H -6.223 -2.899 0.384 0.0 0.0 0.0
H -5.071 -3.624 1.490 0.0 0.0 0.0
H -4.496 -2.838 0.010 0.0 0.0 0.0
H -7.177 -1.391 2.291 0.0 0.0 0.0
H -6.040 -0.629 3.398 0.0 0.0 0.0
H -6.107 -2.378 3.276 0.0 0.0 0.0
H -2.897 -1.270 1.707 0.0 -0.1 0.0
H -3.719 -0.986 3.237 0.1 0.1 0.0
H -3.541 -2.632 2.646 -0.1 0.0 0.0
```
Forces are in eV/Å.

Computed properties:
**Multiplicity**: 1
**Energy above the lowest of the compared OMol25 structures with the same formula, charge and spin**: 17.7 kcal/mol
**Orbital gap**: 7.1 eV
**HOMO energy**: -7.02 eV